# C37H39AsBClF4I2N2O6Sc

A molecular structure, C37H39AsBClF4I2N2O6Sc (ωB97M-V/def2-TZVPD, OMol25).

Structure (XYZ):
```
94
Properties=species:S:1:pos:R:3:forces:R:3
Sc -0.467740 1.456832 -1.275396 -0.349 -0.301 0.696
C 0.440709 1.768626 -5.678423 -0.079 -0.034 -0.015
C 0.580620 1.331230 -4.247709 0.080 -0.025 -0.017
O -0.121267 1.913724 -3.412165 0.089 0.066 0.085
C 1.526707 0.286315 -3.896184 0.007 0.028 -0.063
C 2.108194 -0.510849 -4.898784 0.000 0.013 -0.016
C 3.041233 -1.470802 -4.600813 0.015 -0.014 0.013
C 3.442295 -1.634761 -3.266309 -0.019 0.009 -0.019
C 2.904274 -0.866613 -2.265411 0.040 -0.024 0.007
C 1.911206 0.096050 -2.547625 0.029 0.048 0.065
O 1.404783 0.786506 -1.562350 -0.212 -0.001 0.060
H -0.100339 2.711547 -5.699768 0.007 0.002 0.008
H -0.151072 1.015646 -6.204681 0.021 -0.001 -0.012
H 1.404783 1.873828 -6.172674 -0.002 -0.005 0.004
H 1.792024 -0.376366 -5.925066 0.005 -0.010 0.006
H 3.459825 -2.092385 -5.380936 -0.003 0.004 0.002
H 4.186604 -2.382666 -3.017932 -0.002 0.000 0.002
H 3.204251 -0.985647 -1.231538 0.009 -0.006 -0.008
O 0.884993 5.310311 0.561354 0.081 -0.005 0.080
Cl -0.126253 4.275815 0.590100 -0.106 0.224 -0.181
O -1.446558 4.874784 0.341044 0.048 -0.094 0.090
O -2.457908 2.286763 0.460703 0.096 -0.003 -0.038
O 0.156171 3.431386 -0.679338 0.029 -0.187 -0.105
F -3.269719 -1.151351 -3.043024 0.070 -0.029 -0.021
B -1.900045 -1.122265 -3.269987 0.000 -0.049 0.081
F -1.322810 -0.293708 -2.146705 0.009 0.263 -0.006
F -1.314381 -2.360741 -3.169421 -0.038 0.057 -0.037
F -1.587279 -0.466021 -4.450621 -0.011 -0.011 0.018
C -4.646103 3.629608 -3.306619 0.015 -0.023 0.011
C -4.715931 2.343754 -2.798180 -0.027 0.015 -0.004
C -3.585388 1.790241 -2.223615 0.024 -0.081 0.063
N -2.422239 2.440251 -2.153978 -0.080 0.160 -0.288
C -2.355777 3.676552 -2.655894 -0.009 0.017 -0.026
C -3.442285 4.311216 -3.229969 -0.005 0.010 0.004
H -5.514775 4.092600 -3.757538 0.000 0.000 -0.001
H -5.627033 1.764353 -2.843003 0.001 -0.004 0.001
H -3.606783 0.787336 -1.818203 0.019 0.040 -0.013
H -1.397214 4.174335 -2.591653 0.006 -0.026 0.012
H -3.333994 5.318256 -3.607939 -0.002 -0.005 0.000
I 1.802538 4.718007 -2.603589 0.114 0.059 -0.138
I 3.157897 5.559751 -4.765091 -0.058 -0.036 0.091
C -3.537135 -4.420829 4.476101 0.019 0.015 -0.010
C -2.603123 -3.606488 3.620707 -0.010 -0.022 -0.002
C -2.985557 -3.141802 2.372206 0.012 0.007 0.023
C -2.127959 -2.402168 1.564802 0.017 -0.017 0.055
C -2.659608 -1.951719 0.228443 0.024 0.001 0.006
C -0.826396 -2.090512 2.018174 -0.088 -0.001 -0.046
As 0.233351 -1.142181 0.620847 0.187 -0.055 -0.043
N -0.486077 0.546630 0.705642 0.106 0.162 -0.408
C -1.021719 1.060769 1.869189 0.000 -0.136 -0.026
C -0.607342 0.757386 3.173263 -0.032 0.049 -0.063
C -1.202307 1.343870 4.280863 -0.026 0.027 0.016
C -2.234829 2.257395 4.130373 0.007 -0.002 0.014
C -2.669137 2.576595 2.847450 0.039 0.011 0.027
C -2.066427 1.990741 1.754291 -0.050 0.066 0.016
C 2.113817 -1.068085 1.259056 0.039 -0.021 0.005
C 2.879698 0.076183 1.537343 0.003 -0.033 0.001
C 2.340482 1.482779 1.580472 -0.012 -0.037 -0.023
C 4.251063 -0.069131 1.765724 -0.005 -0.017 -0.004
C 4.896275 -1.291591 1.709981 0.039 0.018 0.001
C 6.378382 -1.407754 1.948914 -0.025 -0.004 -0.006
C 4.133383 -2.411165 1.407267 -0.017 -0.004 0.003
C 2.768469 -2.316051 1.176403 0.026 -0.005 -0.046
C 2.017017 -3.579599 0.839668 -0.007 0.032 0.034
C -0.443001 -2.536176 3.291626 0.045 0.006 0.030
C 0.873919 -2.220157 3.960694 -0.006 0.003 0.040
C -1.329363 -3.292097 4.057498 -0.003 0.014 0.007
H -4.507295 -4.539371 3.993459 0.003 -0.001 0.006
H -3.696653 -3.942866 5.444840 -0.006 -0.012 -0.001
H -3.129421 -5.416428 4.663956 -0.008 0.001 0.005
H -3.982834 -3.364147 2.006025 0.006 0.003 -0.007
H -3.664375 -2.342376 0.070540 0.001 0.002 -0.006
H -2.031811 -2.290106 -0.596082 0.013 0.004 -0.024
H -2.702734 -0.862642 0.170216 0.014 0.019 -0.008
H 0.212436 0.067123 3.305385 -0.006 0.009 0.012
H -0.846103 1.085275 5.271483 -0.003 0.004 -0.004
H -2.697374 2.720873 4.992132 0.003 -0.010 0.000
H -3.469639 3.289378 2.688203 -0.015 0.001 -0.004
H -2.511251 3.254889 0.362587 -0.040 -0.065 0.034
H 2.016939 1.788034 0.586933 -0.026 0.024 -0.023
H 3.124848 2.167357 1.904880 -0.004 0.001 0.011
H 1.495424 1.589263 2.257993 0.005 -0.002 -0.023
H 4.831875 0.820534 1.988047 -0.008 0.003 -0.004
H 6.805749 -0.445413 2.230452 0.004 -0.006 0.000
H 6.893787 -1.755115 1.050719 0.003 0.001 0.006
H 6.593319 -2.121852 2.746684 0.007 0.004 -0.005
H 4.612149 -3.384221 1.342937 -0.009 0.002 0.003
H 2.702151 -4.424331 0.769444 0.006 0.001 0.002
H 1.489259 -3.483754 -0.113077 -0.004 -0.007 0.001
H 1.266459 -3.813343 1.598470 -0.008 -0.018 -0.026
H 1.584332 -1.724247 3.310091 -0.033 -0.038 0.081
H 1.337611 -3.133264 4.341093 0.013 -0.005 -0.022
H 0.695982 -1.568305 4.821000 0.000 -0.023 0.009
H -1.004923 -3.627276 5.039507 -0.002 0.004 -0.004
```
Positions in Å, forces in eV/Å.

## Properties
E: -176087.259 eV
frontier orbital gap: 5.784 eV
net charge: -1

***

# C37H39AsBClF4I2N2O6Sc

A molecular structure, C37H39AsBClF4I2N2O6Sc (ωB97M-V/def2-TZVPD, OMol25).

Structure (XYZ):
```
94
Properties=species:S:1:pos:R:3:forces:R:3
Sc 0.442825 -0.496725 0.636910 -0.099 0.109 0.014
C 4.010494 -2.328227 -1.259369 0.000 0.000 0.002
C 3.011120 -1.235109 -1.000733 -0.022 0.002 -0.021
O 2.082197 -1.515772 -0.223314 0.075 -0.022 0.014
C 3.138569 0.060327 -1.625787 0.001 0.008 0.000
C 4.187484 0.307557 -2.536060 -0.001 0.000 0.003
C 4.327340 1.517818 -3.160364 -0.001 -0.001 -0.003
C 3.396855 2.534943 -2.882761 -0.003 -0.003 0.006
C 2.367920 2.336579 -2.002240 0.000 0.012 0.001
C 2.203136 1.094881 -1.337813 0.002 -0.021 -0.007
O 1.233203 0.959511 -0.495970 0.020 -0.008 -0.049
H 3.693988 -3.211202 -0.710081 0.002 0.000 -0.003
H 5.004993 -2.018924 -0.933045 -0.001 -0.001 -0.001
H 4.058260 -2.557374 -2.324337 -0.004 0.002 0.000
H 4.895223 -0.482945 -2.748316 0.000 0.001 -0.003
H 5.135591 1.688607 -3.858286 -0.002 -0.002 -0.001
H 3.494008 3.495499 -3.375429 -0.002 0.000 -0.001
H 1.644810 3.112419 -1.786256 0.005 0.001 -0.001
O -3.404925 1.696094 0.621620 0.013 -0.001 -0.013
Cl -2.935058 0.359899 0.506163 -0.039 -0.014 0.027
O -3.512387 -0.498522 1.480494 0.009 -0.001 -0.011
O -3.136743 -0.154269 -0.823233 -0.010 0.003 -0.010
O -1.459594 0.395046 0.743113 0.003 -0.036 0.006
F 1.369842 -4.108150 1.097974 -0.003 0.011 0.012
B 0.077824 -3.895981 0.670605 -0.035 0.042 -0.046
F -0.230602 -2.398733 0.958837 0.057 -0.100 0.029
F -0.055563 -4.022234 -0.694336 0.014 -0.011 0.015
F -0.855290 -4.588694 1.388922 -0.019 -0.024 -0.004
C -1.482256 5.208619 -2.129041 0.005 0.001 -0.003
C -1.683339 4.366987 -3.211427 0.004 0.000 0.002
C -1.550694 2.999145 -3.014113 0.004 -0.007 -0.007
N -1.234008 2.451989 -1.846165 -0.005 0.000 0.011
C -1.040100 3.268078 -0.812410 -0.018 -0.016 0.001
C -1.156088 4.648681 -0.904157 0.011 0.011 -0.013
H -1.580646 6.281875 -2.237850 0.000 0.000 0.001
H -1.940888 4.755115 -4.188131 -0.001 0.001 0.000
H -1.704730 2.307117 -3.836667 -0.002 -0.001 0.002
H -0.775859 2.793692 0.125988 0.005 0.012 -0.001
H -0.995769 5.265569 -0.029650 -0.002 -0.002 0.002
I -1.052757 -1.178808 -2.381618 0.016 0.032 -0.038
I 0.880661 -2.332554 -3.815106 -0.025 0.003 0.016
C 5.728657 3.827381 5.868496 -0.001 -0.004 -0.004
C 4.490349 3.337318 5.167584 0.002 0.000 -0.004
C 4.536624 2.857902 3.869351 0.009 -0.003 0.008
C 3.399029 2.393955 3.217009 0.002 -0.012 -0.015
C 3.562790 1.880878 1.807988 0.000 0.008 0.001
C 2.157260 2.396754 3.880012 -0.028 0.029 -0.029
As 0.668063 1.816045 2.709275 0.061 0.064 0.036
N 1.032417 0.011463 2.531026 0.021 0.004 0.094
C 1.645947 -0.764255 3.520604 0.010 -0.022 -0.039
C 1.550196 -0.492936 4.888852 0.011 0.007 0.018
C 2.176953 -1.297430 5.827396 -0.003 0.008 0.003
C 2.907092 -2.409483 5.434518 -0.004 -0.003 -0.002
C 2.995312 -2.702893 4.079895 -0.002 0.007 -0.004
C 2.386023 -1.892048 3.137894 0.016 -0.007 0.004
C -1.009742 2.119827 3.702027 -0.017 -0.034 -0.018
C -1.924192 1.163207 4.158292 0.033 -0.008 0.005
C -1.669226 -0.321551 4.191395 -0.021 -0.003 -0.010
C -3.164128 1.590320 4.638708 -0.019 -0.001 -0.007
C -3.530972 2.921175 4.678210 0.007 0.007 0.001
C -4.875466 3.350283 5.199108 0.000 0.005 0.003
C -2.621435 3.858003 4.201003 0.002 -0.008 0.005
C -1.385403 3.480216 3.702212 -0.007 0.016 0.015
C -0.478917 4.561879 3.164624 -0.001 -0.013 0.003
C 2.099695 2.865903 5.203939 0.014 -0.017 0.032
C 0.854621 2.909331 6.056496 -0.008 0.036 -0.032
C 3.264339 3.329570 5.812128 -0.006 -0.019 0.004
H 6.572339 3.884688 5.180835 0.000 0.000 0.000
H 6.006433 3.156551 6.684317 0.001 -0.001 0.000
H 5.572956 4.818345 6.298845 -0.001 -0.001 0.001
H 5.484264 2.841607 3.340524 -0.001 0.000 -0.002
H 4.563593 2.103164 1.437572 0.003 0.002 -0.002
H 2.835414 2.327644 1.127185 0.006 -0.005 -0.003
H 3.410611 0.799539 1.766392 0.009 0.011 0.003
H 0.967408 0.353343 5.219418 -0.008 0.007 -0.009
H 2.083151 -1.051751 6.879102 -0.002 -0.001 0.001
H 3.388870 -3.041527 6.169591 0.001 0.001 -0.001
H 3.539338 -3.577413 3.744027 -0.002 -0.001 0.003
H 2.464234 -2.152079 2.090051 -0.006 0.004 0.004
H -0.992465 -0.647122 3.409340 -0.015 -0.007 0.012
H -2.609134 -0.857368 4.067670 0.003 -0.001 0.009
H -1.232100 -0.619731 5.147298 0.003 0.007 0.006
H -3.869574 0.836022 4.972535 0.001 0.001 -0.001
H -5.513398 2.488559 5.393788 0.002 0.000 0.000
H -5.386166 3.993864 4.480623 -0.001 -0.001 -0.002
H -4.774983 3.912784 6.130356 -0.003 0.002 0.000
H -2.891855 4.909866 4.194569 0.002 0.002 0.000
H -0.957196 5.536499 3.264091 0.001 0.002 -0.003
H -0.250985 4.397206 2.108288 0.001 0.001 0.003
H 0.479913 4.602520 3.687253 0.004 -0.005 0.000
H 0.171140 2.088369 5.866174 -0.004 -0.036 -0.003
H 0.285298 3.826391 5.885480 -0.013 -0.009 -0.008
H 1.136446 2.887077 7.109769 -0.008 0.012 -0.002
H 3.204465 3.683216 6.837411 0.003 0.001 -0.001
```
Positions in Å, forces in eV/Å.

## Properties
E: -176084.697 eV
frontier orbital gap: 6.279 eV
net charge: -1